(1)
The following is a quantum chemistry calculation of a structure of composition C38H40Cl2N3O7P2Rb, from OMol25.

Results
LUMO   0.1297 Eh
Relative energy (zero: lowest compared OMol25 entry of this formula, charge and spin)   0.000 eV
HOMO energy   -0.110 Ha
DFT total energy   -3790.40825 Ha

Structure (ORCA input):
```
! wB97M-V def2-TZVPD RIJCOSX def2/J DEFGRID3
* xyz -2 1
Rb 4.355 0.361 -0.478
C 4.572 1.086 3.465
C 3.539 2.036 2.871
C 2.725 2.700 3.980
O 2.664 1.299 2.023
C 4.258 3.140 2.023
O 5.066 3.862 2.626
O 3.919 3.165 0.809
H 4.077 0.334 4.086
H 5.288 1.646 4.065
H 5.120 0.569 2.675
H 2.312 1.938 4.650
H 1.897 3.263 3.543
H 3.353 3.382 4.551
H 2.671 1.853 1.212
N 1.311 3.976 -0.921
C 1.626 3.250 -2.152
C 2.111 1.806 -1.922
O 3.121 1.437 -2.569
O 1.468 1.102 -1.099
H 2.144 3.967 -0.332
H 0.632 3.403 -0.426
H 2.384 3.787 -2.722
H 0.722 3.198 -2.769
Cl 9.634 0.443 -1.045
C 7.922 0.609 -1.538
Cl 7.159 1.921 -0.636
C 7.251 -0.799 -1.379
O 7.350 -1.518 -2.381
O 6.720 -1.032 -0.274
H 7.949 0.903 -2.580
C -3.292 1.496 -0.863
P -1.456 1.250 -1.093
C -1.360 0.092 -2.498
C -2.257 0.187 -3.562
C -2.133 -0.635 -4.673
C -1.102 -1.560 -4.740
C -0.188 -1.643 -3.700
C -0.306 -0.819 -2.592
C -1.063 0.186 0.341
C -1.277 -1.190 0.394
C -0.979 -1.906 1.542
C -0.455 -1.256 2.652
C -0.224 0.108 2.606
C -0.525 0.823 1.455
P -4.554 0.154 -1.012
C -6.077 1.078 -0.542
C -6.243 2.450 -0.722
C -7.447 3.072 -0.417
C -8.513 2.337 0.074
C -8.366 0.968 0.255
C -7.165 0.350 -0.053
C -4.370 -0.811 0.534
C -4.173 -0.228 1.785
C -4.067 -1.014 2.918
C -4.177 -2.397 2.819
C -4.384 -2.987 1.584
C -4.474 -2.195 0.447
H -3.568 2.242 -1.615
H -3.370 2.022 0.094
H -3.070 0.903 -3.532
H -2.846 -0.548 -5.485
H -1.003 -2.202 -5.608
H 0.639 -2.341 -3.748
H 0.442 -0.846 -1.811
H -1.678 -1.706 -0.470
H -1.146 -2.977 1.566
H -0.195 -1.820 3.540
H 0.241 0.617 3.439
H -0.284 1.878 1.403
H -5.428 3.058 -1.094
H -7.541 4.142 -0.559
H -9.449 2.824 0.318
H -9.187 0.377 0.641
H -7.063 -0.719 0.101
H -4.082 0.848 1.870
H -3.882 -0.552 3.880
H -4.083 -3.011 3.707
H -4.457 -4.064 1.500
H -4.611 -2.655 -0.526
N 5.455 -3.611 -0.508
C 4.094 -3.628 -0.518
C 3.371 -4.698 -1.086
C 1.994 -4.668 -1.045
C 1.342 -3.597 -0.441
C 2.133 -2.592 0.093
N 3.460 -2.598 0.058
H 5.909 -4.137 -1.236
H 5.901 -2.701 -0.337
H 3.900 -5.519 -1.553
H 1.426 -5.479 -1.488
H 0.263 -3.525 -0.402
H 1.681 -1.721 0.560
*
```


(2)
The following is a quantum chemistry calculation of a cluster of 2 separate species, HINO in total, from OMol25.

Results
LUMO (alpha / beta)   0.1208 / 0.1202 Eh
Relative energy (zero: lowest compared OMol25 entry of this formula, charge and spin)   4.187 eV
HOMO energy (alpha / beta)   -0.128 / -0.131 Ha
DFT total energy   -428.12852 Ha

Structure (ORCA input):
```
! wB97M-V def2-TZVPD RIJCOSX def2/J DEFGRID3
* xyz -1 1
N -0.366 0.177 0.584
O 1.852 0.044 -0.196
I -1.068 -1.470 1.731
H 1.382 -0.706 -0.009
*
```